Record 1
C24H31N3O3PPd as an isolated structure. Source: the OMol25 dataset; level of theory: ωB97M-V with the def2-TZVPD basis set.

ORCA input file:
```
! RIJCOSX wB97M-V def2-TZVPD def2/J DEFGRID3
* xyz 1 1
Pd -0.38202 1.23830 0.29688
P 0.87852 -0.63379 0.09499
O 0.28443 5.64815 0.07305
O 0.64792 3.47699 0.08794
O -1.72388 0.69139 -1.00652
N -1.90326 2.87902 0.55140
N 2.74581 1.74186 1.04363
N -1.45210 4.20333 0.48313
C 0.20733 -1.78047 -3.70976
C -3.80560 0.34684 -1.97738
C 1.42139 -2.79623 3.53725
C 2.68037 -0.46018 0.00729
C 1.66645 -2.07815 2.37490
C -0.02983 -3.14594 -3.60429
C -3.59758 0.22671 0.51651
C 0.45716 -1.03181 -2.57120
C -0.70481 -1.79852 2.06529
C 3.38650 -1.57104 -0.48160
C -2.90350 -0.08916 -0.81503
C 0.60211 -1.58115 1.62302
C -0.94515 -2.52297 3.22022
C -2.66762 -1.58972 -0.92828
C -0.13358 4.40347 0.20247
C 0.11958 -3.02462 3.95772
C 3.39189 0.61260 0.56118
C -0.00989 -3.76572 -2.36222
C 0.48075 -1.65653 -1.32669
C 5.45395 -0.60829 0.22437
C -0.61390 6.75369 0.25129
C 0.24967 -3.02278 -1.21956
C 4.78388 0.50302 0.68359
C 4.75707 -1.65342 -0.37912
H -1.96252 -2.69092 3.54903
H -1.37012 6.77071 -0.53505
H 2.25401 -3.17668 4.11430
H 2.84171 -2.39476 -0.92608
H 0.26444 -3.50703 -0.24935
H -2.49277 2.77175 1.36780
H -3.37447 0.02772 -2.92641
H 5.33169 1.32558 1.12978
H -2.11269 -1.98719 -0.07602
H -0.19365 -4.82953 -2.28172
H 6.53113 -0.65820 0.32142
H 0.61831 0.03463 -2.64604
H -0.23144 -3.72858 -4.49450
H -2.40433 2.60416 -0.29179
H -1.07376 6.72674 1.23909
H 2.68664 -1.90408 2.06135
H 0.00119 7.64112 0.16503
H -1.53813 -1.39465 1.50331
H 0.18951 -1.29815 -4.67855
H -3.91215 1.43440 -1.99265
H 5.27947 -2.52401 -0.75263
H -2.86233 0.27374 1.32171
H -0.06676 -3.58749 4.86304
H 2.03488 2.13458 0.45217
H 3.35952 2.47277 1.36725
H -4.79850 -0.09524 -1.87677
H -2.11599 -1.81865 -1.84036
H -4.32577 -0.54205 0.77567
H -3.62870 -2.10505 -0.96520
H -2.13252 4.93229 0.35694
H -4.13796 1.17722 0.47071
*
```

## Properties
**LUMO**: -3.8337 eV
**E_HOMO**: -10.9 eV
**Frontier orbital gap**: 7.02 eV
**Energy above the lowest of the compared OMol25 structures with the same formula, charge and spin**: 36.2 kcal/mol

Results of the Löwdin charge analysis, in e, for atoms 1 through 6: Pd 0.79; P 1.04; O 0.03; O 0.02; O -0.33; N 0.01


Record 2
C24H31N5O3PtS2 as an isolated structure. Source: the OMol25 dataset; level of theory: ωB97M-V with the def2-TZVPD basis set.

ORCA input file:
```
! RIJCOSX wB97M-V def2-TZVPD def2/J DEFGRID3
* xyz 0 3
Pt -0.13571 0.67856 0.36200
S 4.13422 -0.51481 1.57488
S -1.75196 -0.51542 -1.79962
O -1.44166 0.91230 -1.45406
O -0.81901 -1.36507 -1.05024
O -1.85308 -0.73203 -3.21574
N 1.95847 0.07156 0.37504
N -0.34195 5.09016 1.00517
N 2.02830 4.61301 0.81674
N 0.40100 2.89360 0.29115
N 0.66642 4.80345 -1.18186
C 2.44844 -0.11356 1.56648
C 0.23275 0.42191 2.37299
C 2.30559 -1.03633 -4.79090
C 2.76330 1.42626 -4.65406
C 1.97742 5.05042 -0.58136
C 3.64763 -0.11654 -2.90335
C -3.36261 -0.82102 -1.10536
C 4.58263 -0.15360 -5.26533
C -0.34344 5.51677 -0.39706
C 0.38366 3.38081 -1.11585
C -0.64578 0.60612 3.43789
C 1.07734 0.10023 5.05662
C 5.20268 -0.56484 -1.06868
C -0.23374 0.44900 4.75629
C 1.73677 3.19135 0.86380
C -0.61179 3.66535 1.05724
C 0.99105 5.33044 1.56136
C 4.16278 -0.39874 -0.16703
C 2.61729 0.04408 -1.98886
C 3.34029 0.02621 -4.39206
C 1.97974 -0.09538 4.02657
C 1.55947 0.06290 2.70867
C 4.93055 -0.41487 -2.41835
C 2.88106 -0.08848 -0.63270
H 3.47331 2.20141 -4.35872
H 1.14280 2.82447 -1.67215
H -1.32781 5.32650 -0.82760
H -0.14042 6.58804 -0.44074
H 1.20403 6.40012 1.52610
H 5.35072 0.58749 -5.03610
H 1.59917 0.24848 -2.29879
H 3.00500 -0.37192 4.24658
H -4.08026 -0.16010 -1.58417
H -3.32257 -0.64616 -0.03287
H -0.58823 3.31500 2.09136
H -1.59190 3.45306 0.62622
H 1.00772 5.00132 2.60214
H 2.19466 6.11876 -0.62756
H 2.48386 2.64652 0.28459
H 1.83393 1.58378 -4.10519
H 2.54592 1.54616 -5.71675
H 2.73800 4.51134 -1.14984
H 1.37290 -0.93012 -4.23693
H 4.30769 -0.03054 -6.31340
H 1.38817 -0.01831 6.08585
H -0.94400 0.59725 5.56044
H 1.74897 2.83611 1.89653
H 2.07227 -0.94818 -5.85359
H 5.01318 -1.14995 -5.15034
H 5.74590 -0.54392 -3.11480
H 2.69343 -2.03962 -4.60832
H 6.20333 -0.80490 -0.73556
H -0.59411 3.15771 -1.54162
H -3.61662 -1.85812 -1.31043
H -1.67820 0.87193 3.24093
*
```

## Properties
**LUMO (spin up / spin down)**: -0.2536 / -0.2951 eV
**E_HOMO (spin up / spin down)**: -7.3 / -8.5 eV
**Frontier orbital gap (spin up / spin down)**: 7.09 / 8.16 eV

Results of the Löwdin charge analysis, in e, for atoms 1 through 6: Pt 1.20; S 1.13; S 0.38; O -0.50; O -0.41; O -0.31


Record 3
C24H31N5OSSm as an isolated structure. Source: the OMol25 dataset; level of theory: ωB97M-V with the def2-TZVPD basis set.

ORCA input file:
```
! RIJCOSX wB97M-V def2-TZVPD def2/J DEFGRID3
* xyz 3 6
Sm 0.04545 -0.23269 -0.44835
S 2.95586 3.05102 2.02772
O 2.23020 -1.00381 -1.21550
N -0.11923 0.11645 4.03109
N -0.48184 2.01561 -0.95705
N -0.98003 4.37727 -1.41115
N -0.58044 -0.38769 1.92982
N 1.59436 1.19517 0.96675
C -1.15487 -0.56688 -3.07334
C -0.71099 3.14314 -1.16025
C 2.98669 -1.85358 -0.31100
C -0.41771 -1.74012 -2.92132
C -0.13365 -4.04520 -1.93445
C 2.02467 -2.63597 0.54980
C 1.84862 2.21707 3.01480
C 2.30302 0.65812 -2.98103
C -2.50384 -1.16664 -1.16720
C -1.09797 4.85548 -2.81138
C -1.10122 5.36461 -0.31122
C 0.18122 0.33565 2.75073
C -1.16164 -0.80566 4.08828
C -2.48690 -2.00317 2.47384
C -1.75246 -2.33903 -1.01658
C 3.10373 -0.30707 -2.14393
C 1.21429 1.25991 2.29152
C -2.84598 -2.24836 4.86636
C -1.83787 -1.36039 5.16934
C -0.73453 -2.67062 -1.92000
C -3.16935 -2.55981 3.53389
C 2.51837 2.08715 0.71022
C -2.21767 -0.28438 -2.20818
C -1.45170 -1.11491 2.76446
H -1.01266 4.86054 0.64738
H -0.18135 -4.53063 -0.96106
H -1.44102 4.04831 -3.45383
H -2.86589 0.55944 -2.39979
H 2.96692 2.21940 -0.26598
H 0.32702 -2.00665 -3.66114
H 3.63669 -1.21671 0.28911
H 3.60819 -2.52370 -0.90272
H 2.57884 -3.17818 1.31547
H -1.83500 5.65461 -2.82598
H 1.71672 1.34720 -2.36165
H -1.59094 -1.10514 6.19231
H -3.37346 -0.99804 -0.54424
H -2.77258 -2.24190 1.46098
H -3.40788 -2.70967 5.66752
H 3.59729 -1.05697 -2.75952
H 3.86731 0.20608 -1.55720
H -0.71660 -4.65896 -2.62630
H 1.64270 0.14277 -3.67720
H 1.46889 -3.36353 -0.03688
H 1.33196 -1.98011 1.08980
H -2.05058 -3.08087 -0.28749
H 2.98054 1.27391 -3.57319
H -0.14126 5.23665 -3.16316
H 0.33390 0.53286 4.83043
H -0.32037 6.11662 -0.40781
H 1.72094 2.48089 4.05487
H 0.89415 -4.04369 -2.29680
H -2.07703 5.84022 -0.37716
H -0.97152 0.07449 -3.92576
H -3.98048 -3.24987 3.34030
*
```

## Properties
**LUMO (spin up / spin down)**: -10.2215 / -8.9385 eV
**E_HOMO (spin up / spin down)**: -16.6 / -16.6 eV
**Frontier orbital gap (spin up / spin down)**: 6.37 / 7.65 eV
**Energy above the lowest of the compared OMol25 structures with the same formula, charge and spin**: 1.0 kcal/mol

Results of the Löwdin charge analysis, in e, for atoms 1 through 6: Sm 1.83; S 1.18; O -0.36; N 0.22; N 0.05; N -0.15


Record 4
C24H31O7Zr as an isolated structure in a non-equilibrium geometry. Source: the OMol25 dataset; level of theory: ωB97M-V with the def2-TZVPD basis set.

ORCA input file:
```
! RIJCOSX wB97M-V def2-TZVPD def2/J DEFGRID3
* xyz -1 1
Zr -0.08096 0.17183 3.50093
O 1.85132 -0.62748 -5.17167
O -0.38222 -2.49393 -4.38042
O 2.60270 -1.28310 -3.14119
O -0.37723 4.22078 4.50597
O -1.13445 -0.57449 -5.29249
O -0.20522 1.98183 4.18607
O -0.74012 1.06176 0.36521
C -0.55065 1.96694 -0.81153
C -2.09713 -1.14344 3.12002
C -2.52019 0.00795 3.88074
C 2.28579 0.00501 2.98033
C 0.91350 2.37892 -0.80570
C -0.99709 1.17941 -2.10183
C 1.64251 -0.36909 5.18114
C -0.48955 -1.14830 -4.43313
C -0.00452 -1.03951 -1.96912
C -1.26387 -0.24724 -1.57621
C 3.10667 -1.04842 -5.70767
C 1.79723 -1.34617 3.07520
C 1.45693 -1.58281 4.44357
C 2.21203 0.58908 4.29676
C -0.00064 1.06325 -3.28755
C -1.93380 -0.08119 5.18254
C -1.26158 -1.94029 3.97130
C 0.34324 -0.45807 -3.34707
C -1.13773 -1.25939 5.23207
C 1.72613 -0.81540 -3.84751
C -1.49033 -0.08538 -0.09027
C -0.84009 -3.17637 -5.55284
C -0.36969 3.08944 4.93313
C -1.45258 3.19687 -0.74399
H -0.48941 1.35024 -4.23081
H 1.81447 -2.09769 2.28488
H 3.26548 -2.11982 -5.53228
H 1.57032 1.50378 -0.88056
H -1.16752 3.88214 -1.55836
H 2.61272 1.55717 4.59595
H -0.89410 -2.94158 3.73424
H -1.92950 -3.11461 -5.64305
H -1.20149 -0.97149 0.48852
H 0.90378 1.67626 -3.14891
H -0.65106 -1.62765 6.13647
H -0.36039 -2.76088 -6.45096
H 1.12407 3.06595 -1.63408
H 1.22878 -2.55596 4.87928
H -2.13914 -0.69925 -2.07209
H -2.49935 -1.44597 2.15258
H -0.49962 2.78593 5.98769
H -2.50904 2.93199 -0.89413
H -1.94170 1.61761 -2.47052
H 3.04015 -0.84769 -6.77541
H -2.15185 0.55743 6.04006
H 0.82853 -0.83815 -1.27201
H 2.77156 0.45494 2.11334
H 1.13750 2.90505 0.12919
H -0.57619 -4.22223 -5.39661
H 3.93764 -0.48193 -5.27027
H -2.55337 0.10801 0.11856
H -3.24591 0.75530 3.55830
H -0.18053 -2.12166 -2.03958
H 1.48692 -0.23095 6.25281
H -1.34013 3.73276 0.20296
*
```

## Properties
**LUMO**: 2.1909 eV
**E_HOMO**: -0.3 eV
**Frontier orbital gap**: 2.53 eV

Results of the Löwdin charge analysis, in e, for atoms 1 through 6: Zr 1.36; O -0.03; O -0.03; O 0.13; O 0.00; O 0.11


no.,molar mass (Da)
1,546.9
2,696.8
3,588.0
4,522.7